Density functional theory data (ωB97M-V with the def2-TZVPD basis set) for a single C4H4N2O2 molecule in a non-equilibrium geometry.

Structure (XYZ):
```
12
Properties=species:S:1:pos:R:3
O 1.4211 -0.8304 1.2840
O 0.5037 1.2053 2.1144
N -2.0095 2.2797 -0.0095
N 0.2377 -0.3860 0.6176
C -0.1339 0.8388 1.0525
C 0.2945 -0.9324 -0.6346
C -0.3252 -0.5187 -1.7783
C -1.4094 1.4031 0.5878
H 1.0330 -1.8230 -0.5380
H -1.2588 -0.0231 -1.9079
H 1.8270 -0.1506 1.9502
H -0.1803 -1.0627 -2.7382
```

Summary:
Calculated total energy (eV): -11283.191
Net charge: 0
M (Da): 112.1
SMILES string: C=CN(O)C(=O)C#N
Kohn-Sham gap (eV): 8.457
LUMO level (eV): -1.1
Relative energy (zero: lowest compared OMol25 entry of this formula, charge and spin) (kJ/mol): 516.1
E_HOMO (eV): -9.55

Atom charges from the natural (NBO) analysis, given in e for atoms 1 to 2: atom 1 (O): -0.563, atom 2 (O): -0.577

Density functional theory data (ωB97M-V with the def2-TZVPD basis set) for a single C4H4N2S molecule.

Structure (XYZ):
```
11
Properties=species:S:1:pos:R:3
S 3.3245 0.1555 -0.0012
N 2.0743 -0.8247 -0.0017
N -1.4104 -0.4102 -0.0032
C 0.2833 1.0370 -0.0032
C -1.0756 0.9395 -0.0033
C -0.2970 -1.1745 0.0016
C 0.8048 -0.3185 -0.0060
H -0.3145 -2.2785 -0.0088
H -2.3744 -0.7588 0.0165
H 0.8531 1.9346 0.0120
H -1.8682 1.6986 -0.0027
```

Summary:
Calculated total energy (eV): -18026.552
Net charge: 0
M (Da): 112.2
SMILES string: S=Nc1cc[nH]c1
Kohn-Sham gap (eV): 7.002
LUMO level (eV): -0.9
Relative energy (zero: lowest compared OMol25 entry of this formula, charge and spin) (kJ/mol): 163.0
E_HOMO (eV): -7.90

Atom charges from the natural (NBO) analysis, given in e for atoms 1 to 2: atom 1 (S): 0.211, atom 2 (N): -0.484

Density functional theory data (ωB97M-V with the def2-TZVPD basis set) for a single C4H4N2S molecule in a non-equilibrium geometry.

Structure (XYZ):
```
11
Properties=species:S:1:pos:R:3
S 0.9432 -0.2805 -1.2453
N 0.5823 1.1367 0.9241
N -1.2050 0.2084 2.0497
C -0.5073 -0.4748 -0.3869
C 1.4740 0.8829 0.1018
C -0.5638 0.3503 0.8848
C -1.5855 -1.1846 -0.7934
H -2.6587 -1.3271 -0.2831
H -1.4209 -1.8540 -1.6829
H 2.4189 1.4686 0.0316
H -1.9760 -0.6577 2.2057
```

Summary:
Calculated total energy (eV): -18025.623
Net charge: 0
M (Da): 112.2
SMILES string: [H]/N=C1/N=CSC1=C
Kohn-Sham gap (eV): 8.303
LUMO level (eV): -0.5
Relative energy (zero: lowest compared OMol25 entry of this formula, charge and spin) (kJ/mol): 252.6
E_HOMO (eV): -8.77

Atom charges from the natural (NBO) analysis, given in e for atoms 1 to 2: atom 1 (S): 0.276, atom 2 (N): -0.433

Density functional theory data (ωB97M-V with the def2-TZVPD basis set) for a single C4H4N4 molecule in a non-equilibrium geometry.

Structure (XYZ):
```
12
Properties=species:S:1:pos:R:3
N -0.1556 -0.7398 1.4476
N -0.5850 -0.5967 -1.5549
N -0.9857 0.5087 -1.1064
N 0.3058 2.2317 0.0989
C 0.4656 -1.2739 -0.8672
C -0.7139 0.4310 1.2510
C -0.4158 1.2039 -0.0174
C 0.6473 -1.3451 0.4526
H -1.3915 0.9470 1.8752
H 1.3170 -2.0799 0.7254
H 0.6241 2.6540 -0.7579
H 0.8878 -1.9408 -1.5468
```

Summary:
Calculated total energy (eV): -10169.595
Net charge: 0
M (Da): 108.1
SMILES string: [H]/N=c1/cnccnn1
Kohn-Sham gap (eV): 9.179
LUMO level (eV): -0.3
Relative energy (zero: lowest compared OMol25 entry of this formula, charge and spin) (kJ/mol): 312.9
E_HOMO (eV): -9.52

Atom charges from the natural (NBO) analysis, given in e for atoms 1 to 2: atom 1 (N): -0.388, atom 2 (N): -0.098